C32H19Cl2CrGeN4O as an isolated structure. Source: the Open Molecules 2025 dataset; level of theory: ωB97M-V/def2-TZVPD.

Summary:
Molecular weight = 671.04 g/mol
ΔE to the lowest compared entry with this formula, charge and spin = 5.558 eV
Gap between HOMO and LUMO (spin up / spin down) = 6.89 / 6.89 eV
Highest occupied orbital energy (spin up / spin down) = -11.9782 / -11.9782 eV
Max |F| = 0.38 eV/Å
Energy = -5566.283411 hartree
Charge = +1

Atoms and positions in Å:
Cr1 0.103 -0.117 0.450
Cl1 -3.433 2.442 -1.362
C1 -1.912 2.864 -0.754
C2 -1.126 3.901 -1.076
C3 0.163 3.831 -0.255
Cl2 1.339 6.724 -0.398
C4 1.385 3.029 -0.700
C5 2.726 3.316 -0.574
C6 3.650 2.259 -0.470
C7 3.215 0.958 -0.350
N1 1.905 0.653 -0.495
C8 1.081 1.662 -0.779
C9 -1.105 1.869 0.132
O1 -1.520 0.719 0.795
H1 -1.366 4.677 -1.788
H2 3.066 4.341 -0.491
H3 4.706 2.470 -0.393
H4 3.889 0.140 -0.135
N2 -0.209 1.207 -0.854
C10 -0.369 2.943 0.861
C11 -0.115 3.802 1.859
C12 0.428 4.810 0.908
N3 0.889 5.969 1.072
C13 -0.350 3.792 3.264
N4 -0.519 3.768 4.399
C14 -0.181 -1.450 -0.318
Ge1 -0.878 -2.481 -1.942
C15 -2.638 -1.731 -2.152
C16 -3.567 -2.011 -1.148
C17 -4.863 -1.530 -1.244
C18 -5.243 -0.783 -2.351
C19 -4.329 -0.510 -3.358
C20 -3.025 -0.974 -3.257
C21 -0.862 -4.318 -1.350
C22 -0.393 -4.696 -0.093
C23 -0.399 -6.032 0.284
C24 -0.872 -6.997 -0.592
C25 -1.341 -6.631 -1.846
C26 -1.337 -5.296 -2.224
C27 0.549 -2.032 -3.158
C28 0.575 -0.839 -3.882
C29 1.663 -0.538 -4.689
C30 2.732 -1.420 -4.770
C31 2.719 -2.603 -4.044
C32 1.632 -2.910 -3.238
H5 -3.283 -2.617 -0.295
H6 -5.579 -1.748 -0.464
H7 -6.260 -0.420 -2.433
H8 -4.631 0.061 -4.226
H9 -2.328 -0.772 -4.060
H10 -0.019 -3.952 0.601
H11 -0.036 -6.318 1.262
H12 -0.877 -8.038 -0.297
H13 -1.711 -7.384 -2.529
H14 -1.710 -5.023 -3.205
H15 -0.243 -0.133 -3.809
H16 1.674 0.383 -5.257
H17 3.576 -1.186 -5.405
H18 3.551 -3.291 -4.112
H19 1.620 -3.841 -2.683

=====

C32H19FeN5O2S3 as an isolated structure. Source: the Open Molecules 2025 dataset; level of theory: ωB97M-V/def2-TZVPD.

Summary:
Molecular weight = 657.58 g/mol
Gap between HOMO and LUMO (spin up / spin down) = 3.61 / 6.15 eV
Highest occupied orbital energy (spin up / spin down) = -8.0810 / -10.8666 eV
Max |F| = 3.77 eV/Å
Energy = -4112.994859 hartree
<S²> = 8.88
Charge = +1
Multiplicity = 6

Atoms and positions in Å:
Fe1 0.036 -0.974 -0.501
O1 -0.839 -4.452 5.325
N1 -1.881 -4.085 4.725
O2 -3.004 -4.582 5.003
C1 -1.856 -3.277 3.562
C2 -3.104 -3.050 2.932
C3 -3.155 -2.453 1.697
C4 -4.261 -2.439 0.794
C5 -4.055 -2.246 -0.552
C6 -2.842 -1.776 -1.049
N2 -1.813 -1.544 -0.191
C7 -1.904 -1.990 1.112
C8 -0.694 -2.058 1.922
N3 0.419 -1.372 1.410
C9 1.384 -1.038 2.280
C10 1.537 -1.641 3.523
C11 0.497 -2.408 3.977
C12 -0.663 -2.584 3.240
H1 -4.037 -3.412 3.465
H2 -5.321 -2.640 1.144
H3 -4.802 -2.455 -1.297
H4 -2.700 -1.690 -2.102
H5 2.124 -0.337 1.924
H6 2.462 -1.444 4.105
H7 0.587 -2.821 4.966
S1 5.466 -2.104 -0.097
C13 7.121 -1.998 0.134
C14 7.630 -0.701 -0.075
C15 6.641 0.163 -0.509
C16 5.355 -0.441 -0.486
C17 4.117 0.206 -0.734
C18 2.969 -0.571 -0.710
N4 1.727 -0.071 -0.859
C19 1.627 1.218 -1.272
C20 2.724 2.135 -1.241
C21 2.378 3.535 -1.581
C22 1.163 3.964 -1.866
C23 0.069 3.065 -1.827
C24 -1.220 3.471 -2.006
C25 -2.292 2.572 -1.718
C26 -1.963 1.314 -1.234
N5 -0.680 0.850 -1.044
C27 0.302 1.699 -1.501
C28 -3.670 2.942 -1.986
C29 -4.070 3.886 -2.916
C30 -5.450 3.947 -3.003
C31 -6.185 3.140 -2.168
S2 -5.086 2.163 -1.245
C32 3.960 1.632 -0.934
H8 7.809 -2.853 0.292
H9 8.709 -0.504 -0.117
H10 6.801 1.203 -0.741
H11 3.025 -1.657 -0.544
H12 3.189 4.267 -1.628
H13 0.974 4.951 -2.272
H14 -1.394 4.485 -2.379
H15 -2.748 0.569 -1.086
H16 -3.334 4.463 -3.491
H17 -5.861 4.644 -3.744
H18 -7.268 3.109 -2.167
H19 4.784 2.348 -0.738
S3 0.565 -2.275 -1.918